1.
C31H49Cl2CuMgO26S | ωB97M-V/def2-TZVPD

Its spin multiplicity is 2. For the total energy, the calculation gives -172140.8434 eV. The orbital gap (spin up / spin down) comes out at 9.0 / 6.6 eV. Its LUMO energy (spin up / spin down) is -2.72 / -5.11 eV. The expectation value of S² is 0.754. As for the charge: +1.

Geometry as XYZ:
```
111
Properties=species:S:1:pos:R:3:forces:R:3:mulliken_spin:R:1
Mg 8.3998 -0.8644 -8.7989 -0.41 1.68 1.19 -0.01
Cu 6.2183 2.0427 -9.2580 0.96 -2.40 -0.69 0.65
S 6.4250 -0.1215 -10.9240 -2.56 -0.08 0.40 0.01
O 5.3886 0.0339 -9.8609 -0.13 0.73 0.96 0.15
O 7.5175 -0.9294 -10.3710 -0.34 -1.05 -2.12 -0.01
O 5.7984 -0.6479 -12.1106 1.07 -0.20 -0.19 0.03
O 6.8743 1.2860 -11.0800 0.72 1.42 0.04 0.15
C 8.5319 1.3500 -7.0035 -0.69 0.05 -0.29 0.00
O 7.8005 0.9404 -8.1464 0.24 -0.27 -0.42 0.01
H 8.7195 0.4842 -6.3500 0.11 0.12 0.15 0.00
H 9.4878 1.8202 -7.2598 0.02 0.00 0.00 0.00
H 7.9347 2.0630 -6.4275 0.19 0.03 0.20 0.00
C 4.6294 -4.7496 -12.6381 0.04 -0.49 0.42 0.00
C 5.5362 -4.2551 -11.5315 0.72 -0.41 0.15 0.00
C 5.0356 -4.4249 -10.0770 -1.22 0.16 -1.55 0.00
O 5.9333 -5.3211 -9.4660 -0.01 0.42 0.69 0.00
C 6.9811 -5.5398 -10.2755 -0.50 0.16 -0.94 0.00
O 7.9669 -6.1126 -9.9854 0.98 -0.62 0.68 0.00
O 6.7467 -5.0596 -11.5068 -0.14 0.57 -0.23 0.00
H 4.6311 -5.8413 -12.6876 0.14 0.00 0.18 0.00
H 4.9993 -4.3993 -13.5982 -0.36 0.20 -0.11 0.00
H 3.5958 -4.4818 -12.4137 0.02 0.38 -0.38 0.00
H 5.8543 -3.2320 -11.7387 -0.06 0.04 0.11 0.00
H 4.0366 -4.8575 -10.1470 0.04 -0.16 0.51 0.00
H 4.9522 -3.4515 -9.5999 0.37 -0.21 0.50 0.00
C 6.4552 6.7990 -13.3910 -0.43 0.37 0.18 0.00
C 7.2135 5.5371 -13.0624 0.00 0.38 -0.57 0.00
C 8.6529 5.7466 -12.5669 -0.43 0.73 -0.09 0.00
O 8.7080 4.9931 -11.3439 0.29 -0.03 -0.25 0.00
C 7.5045 4.4979 -11.0699 -0.01 -0.26 -0.71 0.00
O 7.2997 3.7412 -10.1649 -0.39 -0.11 1.31 0.01
O 6.5826 4.8715 -11.9501 0.09 -0.14 0.02 0.00
H 5.3840 6.6095 -13.4734 0.06 -0.26 -0.03 0.00
H 6.7519 7.2364 -14.3442 0.26 -0.09 0.05 0.00
H 6.5617 7.5511 -12.6062 0.17 -0.04 -0.02 0.00
H 7.1901 4.8746 -13.9309 -0.10 -0.22 0.21 0.00
H 8.8308 6.8029 -12.3586 0.01 -0.08 0.28 0.00
H 9.4090 5.4448 -13.2879 0.04 -0.46 0.22 0.00
C 12.2981 3.1845 -12.3070 0.35 -0.48 -0.71 0.00
C 11.4349 1.9507 -12.4494 0.74 0.27 -0.40 0.00
C 12.1939 0.6242 -12.5935 -0.16 0.05 -0.33 0.00
O 11.5453 -0.2328 -11.6364 -0.10 -0.03 -0.24 0.00
C 10.6468 0.4647 -10.9446 1.34 0.21 -0.24 0.00
O 9.9850 -0.0129 -10.0760 -0.78 -0.74 1.32 0.00
O 10.6657 1.7535 -11.2523 -0.71 0.04 -0.28 0.00
H 12.8783 3.2916 -13.2299 -0.01 -0.07 0.02 0.00
H 13.0251 3.0341 -11.5108 -0.18 0.34 0.25 0.00
H 11.7144 4.0974 -12.2295 -0.05 -0.04 0.44 0.00
H 10.8030 2.0344 -13.3389 -0.49 0.16 0.43 0.00
H 13.2656 0.6758 -12.4065 -0.07 0.01 0.32 0.00
H 12.0307 0.2193 -13.5903 0.06 -0.18 0.08 0.00
C 2.7149 -1.3373 -12.0618 -0.23 1.37 -0.14 0.00
C 2.9091 -1.6603 -10.6183 0.62 -0.83 0.11 0.00
C 2.3277 -0.7504 -9.5521 -0.57 1.11 -1.06 0.00
O 1.7130 -1.6156 -8.5975 0.33 0.29 0.27 0.00
C 1.7342 -2.8808 -9.0773 1.14 0.30 -0.77 0.00
O 1.4342 -3.8463 -8.4758 -0.85 -0.77 0.91 0.00
O 2.2624 -2.9159 -10.3076 -0.07 0.04 -0.19 0.00
H 3.2875 -1.9892 -12.7089 -0.27 -0.47 -0.06 0.00
H 3.1419 -0.3500 -12.2694 0.00 0.02 0.21 0.00
H 1.6569 -1.2589 -12.3104 0.01 -0.39 -0.22 0.00
H 3.9812 -1.8062 -10.4642 -0.12 0.03 0.26 0.00
H 1.5564 -0.1033 -9.9870 -0.13 -0.16 0.06 0.00
H 3.0782 -0.0721 -9.1499 0.09 -0.43 0.48 -0.01
C 3.3475 -4.0397 -5.8179 -0.78 -0.07 -0.42 0.00
C 3.8446 -2.6415 -6.1119 0.83 -0.99 0.51 0.00
C 4.7306 -2.0632 -5.0030 -0.41 0.35 -0.12 0.00
O 5.8341 -1.4952 -5.7277 0.11 0.26 0.23 0.00
C 5.8658 -2.0030 -6.9535 -0.58 -0.39 1.35 0.00
O 6.7708 -1.7987 -7.7052 1.51 -0.03 -1.32 0.00
O 4.8383 -2.8037 -7.1758 -0.09 0.56 -0.64 0.00
H 2.4588 -4.0468 -5.1852 0.14 0.17 0.18 0.00
H 4.1158 -4.6786 -5.3878 0.13 0.18 0.10 0.00
H 3.0187 -4.4979 -6.7512 0.03 0.04 -0.01 0.00
H 3.0859 -1.9469 -6.4678 -0.06 -0.10 -0.04 0.00
H 5.0903 -2.8324 -4.3215 0.14 -0.02 -0.08 0.00
H 4.2604 -1.2639 -4.4372 -0.01 0.01 -0.01 0.00
C 5.7363 -1.4403 -17.1216 -0.14 -0.47 -0.48 0.00
C 4.8083 -1.5420 -15.9218 -0.53 0.98 -0.24 0.00
C 4.0125 -0.2356 -15.6498 1.55 -0.15 0.73 0.00
O 2.6762 -0.6473 -15.4531 0.15 0.26 -0.26 0.00
C 2.5678 -1.9645 -15.7400 0.41 -0.29 0.51 0.00
O 1.5883 -2.6026 -15.5747 -0.67 -0.16 -0.19 0.00
O 3.7484 -2.4875 -16.1382 0.28 0.12 0.00 0.00
H 6.7948 -1.5344 -16.8889 -0.02 0.17 0.19 0.00
H 5.5551 -0.5226 -17.6798 0.18 0.14 0.16 0.00
H 5.5082 -2.2333 -17.8379 -0.02 -0.16 0.21 0.00
H 5.3102 -1.7605 -14.9761 0.15 -0.58 -0.26 0.00
H 4.1825 0.5351 -16.3985 -0.70 -0.15 -0.36 0.00
H 4.4603 0.1562 -14.7314 -0.63 0.28 0.16 0.00
C 0.4276 2.0199 -7.3033 -0.01 0.64 0.75 0.00
C 1.7181 2.3429 -6.5662 -0.37 -0.67 -0.35 0.00
C 2.1195 1.3070 -5.4915 -0.51 0.21 -0.96 0.00
O 3.4878 1.0211 -5.8238 0.53 -0.09 0.52 0.00
C 3.8301 1.5812 -6.9822 -1.15 -0.25 -0.40 0.01
O 4.9065 1.4467 -7.5024 0.52 0.58 -0.11 0.01
O 2.7809 2.1944 -7.5427 0.83 0.45 0.36 0.00
H -0.4001 2.2771 -6.6381 -0.13 -0.24 -0.09 0.00
H 0.3816 0.9688 -7.5793 0.00 -0.02 -0.03 0.00
H 0.3300 2.6555 -8.1804 0.06 -0.06 -0.08 0.00
H 1.7352 3.3557 -6.1632 0.07 0.05 -0.22 0.00
H 1.5095 0.4129 -5.6364 0.26 -0.16 0.18 0.00
H 2.0304 1.6639 -4.4716 0.23 0.03 0.04 0.00
Cl 6.6503 2.0024 -15.7913 -0.03 -0.02 0.33 0.00
C 7.5191 1.9022 -14.2110 0.46 0.52 -0.55 0.00
C 8.1333 0.5347 -14.0250 -0.61 -0.08 0.60 0.00
Cl 9.3672 0.2282 -15.2614 0.03 -0.21 -0.06 0.00
H 6.8369 2.2173 -13.4276 -0.10 -0.42 0.11 0.00
H 8.2974 2.6586 -14.3158 0.10 -0.05 0.17 0.00
H 7.3385 -0.2102 -14.0082 0.16 -0.20 -0.54 0.00
H 8.6092 0.3976 -13.0538 0.08 0.47 0.04 0.00
```
Positions in Å, forces in eV/Å.

---

2.
C31H49CrFN7O4 | ωB97M-V/def2-TZVPD

Its spin multiplicity is 2. For the total energy, the calculation gives -82689.4824 eV. The orbital gap (spin up / spin down) comes out at 7.2 / 6.3 eV. As for the energy above the lowest of the compared OMol25 structures with the same formula, charge and spin: 1.093 eV. Its LUMO energy (spin up / spin down) is -4.76 / -4.76 eV. The expectation value of S² is 0.958. As for the charge: +2.

Geometry as XYZ:
```
93
Properties=species:S:1:pos:R:3:forces:R:3:mulliken_spin:R:1
Cr -0.2183 -0.1801 -0.1978 -0.28 -0.67 0.02 1.49
C -1.7585 2.0967 1.1041 -0.06 -0.01 -0.09 0.00
C -2.0271 2.2203 -0.4170 -0.04 0.04 0.03 0.01
N -1.8317 0.9339 -1.1141 0.08 0.03 0.05 -0.02
C -3.0751 0.1405 -1.2298 -0.06 -0.07 0.01 0.01
C -2.7514 -1.3466 -1.2748 0.02 0.12 0.03 -0.03
N -1.5928 -1.6639 -0.4254 -0.02 -0.09 -0.46 -0.11
C -1.4518 -1.4974 0.9514 0.41 0.45 0.36 -0.36
C -2.0730 -0.3463 1.6952 -0.21 -0.36 0.08 0.02
N -1.1689 0.7981 1.4406 0.25 0.24 0.05 0.00
H -2.6688 2.2777 1.6820 -0.01 -0.06 -0.02 0.00
H -1.0391 2.8606 1.3932 -0.03 0.03 0.01 0.00
H -1.3323 2.9404 -0.8441 0.04 -0.04 -0.01 0.00
H -3.0373 2.5965 -0.5959 0.03 0.04 -0.01 0.00
H -1.4809 1.1161 -2.0486 0.00 -0.01 0.00 0.00
H -3.6475 0.4152 -2.1184 0.03 0.04 0.00 0.00
H -3.7036 0.3809 -0.3755 -0.01 -0.02 -0.02 0.00
H -2.4450 -1.6296 -2.2811 -0.03 0.02 -0.03 0.00
H -3.6287 -1.9369 -1.0011 0.02 -0.01 0.01 0.00
H -1.1382 -2.5073 -0.7533 -0.03 0.02 -0.02 0.01
H 0.0561 -1.3225 2.9203 0.11 -0.10 -0.08 -0.01
H -1.1900 -2.3967 1.4973 0.08 0.01 0.02 0.02
H -2.0849 -0.5658 2.7639 -0.07 -0.03 -0.01 -0.01
H -3.1011 -0.1157 1.4169 0.02 0.12 0.02 -0.01
H -0.5435 0.8858 2.2373 0.00 0.00 -0.01 0.01
F 3.4619 5.5133 0.9479 -0.01 -0.03 -0.02 0.00
C 3.3768 4.8395 -0.2182 0.03 0.01 -0.01 0.00
C 2.5803 3.7320 -0.2757 0.01 0.02 0.02 0.00
C 2.5030 2.9758 -1.4471 -0.01 -0.04 -0.01 0.01
C 1.6666 1.7682 -1.4783 0.11 -0.01 -0.02 -0.01
O 1.0007 1.4785 -0.4585 -0.18 -0.05 0.03 0.00
C 1.6984 1.0249 -2.6941 -0.05 0.03 -0.04 0.01
C 2.4514 1.4976 -3.7333 0.00 0.02 0.00 0.00
N 3.1843 2.6257 -3.7226 -0.02 -0.02 0.06 0.00
C 3.9689 2.9879 -4.8849 0.02 0.01 -0.02 0.00
C 3.5696 4.1981 -5.6810 -0.01 -0.01 0.00 0.00
C 3.3626 2.8228 -6.2411 0.01 0.01 0.00 0.00
C 3.2514 3.3798 -2.5593 0.00 -0.01 -0.02 -0.02
C 4.0416 4.5329 -2.4873 -0.02 0.00 0.00 0.00
C 4.1250 5.2778 -1.3240 0.00 0.02 0.00 -0.01
N 4.9439 6.4346 -1.3110 -0.04 -0.03 0.01 0.00
C 4.7534 7.4743 -0.3047 -0.01 0.02 0.00 0.00
C 5.6013 8.6913 -0.7066 0.00 0.00 0.02 0.00
N 5.8259 8.6455 -2.1888 0.00 0.01 -0.02 0.00
C 6.7273 7.4930 -2.5586 -0.01 -0.02 -0.01 0.00
C 6.3463 6.2987 -1.6748 0.04 0.00 0.02 0.00
C 0.9544 -0.2786 -2.9852 0.30 -0.08 0.03 0.00
O 1.0562 -0.7330 -4.1125 -0.08 0.05 0.02 0.01
O 0.3022 -0.8209 -2.0244 -0.09 0.21 0.05 0.00
H 2.0297 3.4145 0.5993 0.00 0.00 0.00 0.00
H 2.4591 0.9196 -4.6479 0.00 0.00 0.00 0.00
H 5.0252 2.7722 -4.7750 0.00 0.00 0.01 0.00
H 4.3548 4.8154 -6.0953 0.00 0.00 0.00 0.00
H 2.6861 4.7286 -5.3519 0.00 0.01 0.00 0.00
H 4.0133 2.4780 -7.0306 0.00 0.00 0.00 0.00
H 2.3456 2.4627 -6.3028 0.00 0.00 0.00 0.00
H 4.5806 4.8649 -3.3630 -0.01 -0.01 -0.01 0.00
H 5.0570 7.1751 0.7016 0.01 0.00 -0.01 0.00
H 3.6978 7.7401 -0.2701 0.01 0.01 0.01 0.00
H 6.5888 8.6781 -0.2492 0.00 0.01 0.00 0.00
H 5.1140 9.6297 -0.4538 -0.01 -0.01 0.00 0.00
H 6.2123 9.5260 -2.5295 0.00 -0.01 0.00 0.00
H 4.9230 8.5022 -2.6451 0.01 0.01 0.00 0.00
H 7.7554 7.8152 -2.4066 0.00 0.00 0.00 0.00
H 6.5656 7.2939 -3.6161 0.01 0.00 0.00 0.00
H 6.9822 6.2627 -0.7819 0.00 -0.01 -0.01 0.00
H 6.5114 5.3754 -2.2225 0.00 0.01 0.00 0.00
C -0.5794 -1.0966 5.6526 0.01 -0.02 0.02 0.00
C 0.6337 -1.4089 4.7963 -0.06 0.08 -0.02 0.00
C 0.8266 -2.9002 4.5991 -0.03 -0.01 0.00 0.00
O 0.5303 -0.7404 3.5236 0.02 0.07 0.06 0.00
H -0.4734 -1.5295 6.6478 -0.01 0.00 0.01 0.00
H -1.4827 -1.5150 5.2004 0.00 0.00 0.00 0.00
H -0.7084 -0.0199 5.7586 0.00 0.01 0.00 0.00
H 1.5246 -0.9814 5.2616 0.01 0.01 -0.01 0.00
H -0.0817 -3.3510 4.1864 0.01 0.00 -0.01 0.00
H 1.0342 -3.3938 5.5480 -0.01 0.00 0.01 0.00
H 1.6552 -3.1049 3.9203 0.00 0.00 0.01 0.00
C 4.8520 -1.7044 0.2535 -0.01 0.00 -0.01 0.00
C 3.8018 -2.1086 1.2962 -0.02 0.01 -0.01 0.00
C 3.6734 -3.6356 1.3678 -0.01 0.00 0.01 0.00
C 4.1488 -1.5224 2.6711 -0.01 0.01 0.00 0.00
C 2.5047 -1.5496 0.8777 -0.04 0.00 0.05 0.04
N 1.4973 -1.1079 0.5589 -0.11 0.06 -0.11 -0.07
H 5.8222 -2.0907 0.5658 0.00 0.00 0.00 0.00
H 4.9223 -0.6194 0.1692 0.01 0.00 0.00 0.00
H 4.6137 -2.1187 -0.7260 0.00 0.00 0.00 0.00
H 4.6359 -4.0562 1.6586 0.00 0.00 0.00 0.00
H 3.3919 -4.0532 0.4016 0.01 0.00 0.00 0.00
H 2.9310 -3.9349 2.1074 0.00 -0.01 -0.01 0.00
H 5.0949 -1.9488 3.0046 0.00 0.00 0.00 0.00
H 3.3805 -1.7578 3.4065 0.01 0.01 -0.01 0.00
H 4.2534 -0.4386 2.6206 0.00 0.00 0.00 0.00
```
Positions in Å, forces in eV/Å.